Record 1
{
  "formula": "C10H16O",
  "method": "ωB97M-V with the def2-TZVPD basis set",
  "elements": ["C", "C", "C", "C", "C", "C", "C", "O", "H", "H", "H", "H", "H", "H", "H", "H", "C", "C", "C", "H", "H", "H", "H", "H", "H", "H", "H"],
  "xyz": [[-0.350, -2.909, -0.583], [0.141, -1.971, 0.463], [1.226, -1.151, 0.257], [-0.530, -1.844, 1.707], [1.524, -0.113, 1.174], [-0.310, -0.834, 2.596], [0.707, 0.080, 2.258], [1.001, 1.068, 3.179], [-0.042, -2.530, -1.558], [-1.424, -3.095, -0.592], [1.783, -1.209, -0.671], [-1.156, -2.671, 2.031], [2.402, 0.505, 1.040], [-0.860, -0.757, 3.521], [1.516, 1.749, 2.713], [0.014, -3.946, -0.508], [-0.054, 1.631, -1.068], [0.201, 2.094, -2.541], [-1.603, 1.537, -0.911], [0.405, 0.658, -1.058], [0.420, 2.275, -0.333], [1.183, 1.789, -2.910], [-1.823, 0.473, -0.871], [-1.851, 1.925, 0.086], [-2.125, 2.218, -1.570], [-0.633, 1.841, -3.191], [0.239, 3.185, -2.661]],
  "mulliken_charge": [-1.550, 0.389, -0.375, -0.378, -0.655, -0.846, 1.067, -0.575, 0.346, 0.371, 0.417, 0.373, 0.310, 0.445, 0.312, 0.352, 0.692, -1.411, -1.263, -0.407, 0.313, 0.353, 0.238, 0.282, 0.486, 0.358, 0.355],
  "smiles": "Cc1ccc(O)cc1.CCC"
}

Record 2
{
  "formula": "C10H16O",
  "method": "ωB97M-V with the def2-TZVPD basis set",
  "elements": ["C", "C", "C", "H", "H", "H", "H", "H", "H", "H", "H", "C", "C", "C", "C", "C", "C", "C", "O", "H", "H", "H", "H", "H", "H", "H", "H"],
  "xyz": [[1.784, 0.502, -2.607], [1.370, -0.839, -2.077], [0.789, 1.582, -2.224], [2.732, 0.972, -2.359], [1.824, 0.470, -3.737], [2.043, -1.650, -2.381], [0.353, -1.175, -2.471], [-0.229, 1.449, -2.524], [0.582, 1.501, -1.137], [1.290, -0.715, -1.007], [1.067, 2.726, -2.422], [0.866, 1.537, 1.387], [-0.789, -1.944, 0.946], [-1.988, -1.747, 1.746], [0.117, -0.929, 1.071], [-0.157, 0.370, 1.544], [-2.381, -0.498, 2.115], [-1.421, 0.630, 2.082], [-2.891, -2.759, 1.896], [-0.663, -2.896, 0.448], [1.135, -0.976, 0.679], [-3.389, -0.470, 2.623], [-3.716, -2.398, 1.776], [0.478, 2.482, 0.897], [1.700, 1.465, 0.677], [-1.703, 1.470, 2.645], [1.194, 1.839, 2.411]],
  "mulliken_charge": [-0.277, -0.527, -0.812, 0.294, 0.277, 0.387, 0.248, 0.388, -0.061, -0.341, 0.283, -1.671, -0.718, 0.563, -0.276, 0.655, -0.503, -0.518, -0.518, 0.402, 0.655, 0.235, 0.299, 0.374, 0.365, 0.422, 0.375],
  "smiles": "Cc1ccc(O)cc1.CCC"
}

Record 3
{
  "formula": "C10H16O",
  "method": "ωB97M-V with the def2-TZVPD basis set",
  "elements": ["C", "C", "C", "C", "C", "C", "C", "O", "H", "H", "H", "H", "H", "H", "H", "H", "C", "C", "C", "H", "H", "H", "H", "H", "H", "H", "H"],
  "xyz": [[-1.949, 1.794, -0.514], [-1.108, -1.886, -0.803], [-1.709, -0.699, -0.372], [-0.425, -1.910, -2.002], [-1.652, 0.454, -1.148], [-0.512, -0.825, -2.862], [-1.072, 0.373, -2.410], [0.355, -2.971, -2.383], [-1.366, -2.771, -0.239], [-2.115, -0.621, 0.631], [0.083, -3.749, -1.871], [0.012, -0.835, -3.813], [-1.046, 2.234, -0.094], [-2.687, 1.688, 0.269], [-1.099, 1.110, -3.201], [-2.331, 2.516, -1.233], [1.924, 0.266, 2.518], [1.141, -0.447, 1.422], [2.034, 1.779, 2.273], [1.516, 0.052, 3.503], [2.949, -0.088, 2.496], [1.757, -0.911, 0.646], [0.471, 0.149, 0.810], [2.102, 1.968, 1.206], [1.211, 2.375, 2.677], [0.553, -1.270, 1.847], [2.964, 2.224, 2.644]],
  "mulliken_charge": [-1.415, -0.389, -0.670, 0.599, 0.729, -0.504, -0.486, -0.543, 0.348, 0.302, 0.300, 0.374, 0.228, 0.376, 0.343, 0.405, -0.223, -0.711, -1.179, 0.282, 0.258, 0.345, -0.071, 0.332, 0.279, 0.342, 0.348],
  "smiles": "Cc1ccc(O)cc1.CCC"
}

Record 4
{
  "formula": "C10H16O",
  "method": "ωB97M-V with the def2-TZVPD basis set",
  "elements": ["C", "C", "C", "C", "C", "C", "C", "C", "O", "H", "H", "H", "H", "H", "H", "H", "H", "H", "H", "C", "C", "H", "H", "H", "H", "H", "H"],
  "xyz": [[0.960, 0.503, 1.839], [2.438, 1.052, 1.919], [0.259, 0.795, 0.536], [0.782, 0.809, -0.693], [-1.132, 1.230, 0.695], [-0.041, 1.351, -1.679], [-2.036, 1.516, -0.308], [-1.419, 1.649, -1.534], [-1.935, 2.141, -2.667], [1.017, -0.617, 1.899], [0.325, 0.976, 2.759], [2.996, 0.649, 1.165], [1.797, 0.530, -0.984], [-1.324, 1.268, 1.769], [0.316, 1.820, -2.558], [-3.086, 1.591, -0.252], [-2.948, 2.553, -2.374], [2.711, 0.705, 2.919], [2.635, 2.163, 2.094], [-0.666, -2.340, -1.037], [0.090, -3.352, -0.045], [-0.133, -1.362, -1.174], [-0.644, -2.852, -2.045], [-1.669, -1.978, -0.671], [-0.711, -3.549, 0.597], [0.948, -3.034, 0.547], [0.471, -4.215, -0.715]],
  "mulliken_charge": [-0.344, -1.229, 0.718, -0.762, -0.550, -0.321, -0.918, 0.829, -0.588, 0.154, 0.282, 0.390, 0.281, 0.202, 0.391, 0.424, 0.361, 0.386, 0.279, -0.389, -0.861, -0.103, 0.320, 0.237, 0.233, 0.285, 0.292],
  "smiles": "CCc1ccc(O)cc1.CC"
}

Record 5
{
  "formula": "C10H16O",
  "method": "ωB97M-V with the def2-TZVPD basis set",
  "elements": ["C", "C", "C", "C", "C", "C", "C", "C", "O", "H", "H", "H", "H", "H", "H", "H", "H", "H", "H", "C", "C", "H", "H", "H", "H", "H", "H"],
  "xyz": [[1.601, -2.306, -0.230], [2.805, -1.721, 0.546], [0.279, -1.597, 0.011], [-0.460, -1.126, -1.061], [-0.202, -1.361, 1.301], [-1.702, -0.502, -0.889], [-1.428, -0.745, 1.503], [-2.147, -0.292, 0.403], [-3.323, 0.372, 0.677], [1.790, -2.258, -1.298], [1.511, -3.364, 0.032], [2.449, -1.162, 1.416], [-0.123, -1.320, -2.069], [0.384, -1.627, 2.172], [-2.297, -0.250, -1.759], [-1.812, -0.570, 2.498], [-3.732, 0.679, -0.141], [3.400, -1.061, -0.075], [3.435, -2.528, 0.929], [0.570, 2.809, -0.028], [-0.658, 2.912, -0.936], [0.254, 2.706, 1.011], [1.110, 1.884, -0.271], [1.307, 3.576, -0.232], [-1.025, 1.907, -1.152], [-0.496, 3.465, -1.867], [-1.488, 3.480, -0.492]],
  "mulliken_charge": [-0.717, -1.070, 0.301, -0.371, -0.303, -0.879, -0.863, 1.076, -0.578, 0.289, 0.335, 0.326, 0.299, 0.409, 0.382, 0.408, 0.303, 0.295, 0.315, -0.719, -0.500, 0.247, 0.118, 0.333, -0.055, 0.356, 0.262],
  "smiles": "CCc1ccc(O)cc1.CC"
}

Record 6
{
  "formula": "C10H16O",
  "method": "ωB97M-V with the def2-TZVPD basis set",
  "elements": ["C", "C", "C", "H", "H", "H", "H", "H", "H", "H", "H", "C", "C", "C", "C", "C", "C", "C", "O", "H", "H", "H", "H", "H", "H", "H", "H"],
  "xyz": [[-1.496, 1.355, 2.263], [-1.791, 1.618, 0.798], [0.018, 1.389, 2.457], [-2.107, 2.111, 2.818], [-1.827, 0.383, 2.686], [-0.922, 2.238, 0.338], [0.720, 1.020, 1.677], [0.432, 2.374, 2.797], [-2.768, 2.198, 0.631], [-1.877, 0.773, 0.137], [0.176, 0.643, 3.333], [1.459, -2.174, 0.703], [0.177, -0.242, -2.711], [1.627, -0.325, -2.419], [-0.807, -0.690, -1.907], [1.971, -1.066, -1.344], [-0.354, -1.298, -0.732], [1.008, -1.521, -0.504], [0.151, 0.781, -3.629], [2.268, 0.138, -3.266], [-0.717, 0.960, -4.010], [-1.958, -0.574, -2.022], [2.994, -1.303, -1.133], [-1.038, -1.672, -0.066], [1.391, -1.743, 1.684], [2.545, -2.319, 0.481], [0.726, -3.053, 0.940]],
  "mulliken_charge": [-0.170, -0.768, -1.029, 0.250, 0.289, 0.233, 0.234, 0.321, 0.351, 0.003, 0.272, -1.181, 0.787, -0.784, -0.726, -0.485, -0.417, 0.781, -0.509, 0.301, 0.297, 0.272, 0.305, 0.533, 0.240, 0.311, 0.289],
  "smiles": "Cc1ccc(O)cc1.CCC"
}

Across the entries above, ΔE to the lowest compared entry with this formula, charge and spin takes the values 1.5370; 2.6515; 1.2280; 3.5426; 0.9039; 3.1591 eV, respectively.
Across the entries above, HOMO-LUMO gap takes the values 9.293; 9.476; 9.333; 8.641; 9.320; 8.907 eV, respectively.
Across the entries above, energy takes the values -12676.1879; -12675.0734; -12676.4969; -12674.1823; -12676.8210; -12674.5658 eV, respectively.